# C45H41NO9Si

A 3-piece molecular cluster, C45H41NO9Si overall at a distorted geometry (the ωB97M-V functional and the def2-TZVPD basis, OMol25).

XYZ file:
```
97
Properties=species:S:1:pos:R:3:forces:R:3:mulliken_charge:R:1
C -3.269 -3.205 -1.372 0.00 0.55 0.08 -1.228
Si -2.409 -1.629 -1.925 -0.31 -0.28 -0.31 0.764
C -1.184 -2.117 -3.268 0.00 -0.08 0.13 -1.243
C -3.763 -0.575 -2.712 0.25 0.22 0.30 -1.339
C -1.612 -0.766 -0.362 -0.26 -0.46 -0.78 1.572
C -0.151 -1.151 -0.107 -0.10 -0.06 0.07 -1.551
C 0.899 -0.826 -1.181 0.12 -0.04 0.22 -0.350
C 2.040 0.121 -0.856 -0.13 0.10 0.01 -0.033
N 2.276 0.457 0.467 -0.06 0.43 -0.09 -0.466
O 2.777 0.495 -1.740 0.18 -0.05 -0.09 -0.633
C -1.884 0.736 -0.255 0.18 0.23 -0.08 -1.502
C -1.005 1.646 -1.088 0.14 0.07 0.01 0.531
C -0.200 2.573 -0.428 0.06 0.05 -0.03 -0.493
C 0.611 3.463 -1.121 0.00 0.07 -0.16 -0.916
C 0.626 3.445 -2.507 -0.10 -0.13 0.14 -0.584
C -0.163 2.522 -3.180 0.04 0.13 0.01 -1.090
C -0.973 1.638 -2.483 0.02 0.01 0.03 0.063
O -2.292 -1.460 0.772 0.46 0.79 0.61 -0.434
C -3.418 -0.930 1.289 -0.20 -0.39 -0.12 0.554
O -4.458 -0.877 0.699 -0.08 0.31 -0.27 -0.543
C -3.273 -0.448 2.717 -0.10 -0.12 0.37 -0.347
C -4.591 -0.583 3.465 -0.05 0.00 0.01 0.545
O -5.137 -1.629 3.632 0.01 -0.01 -0.03 -0.519
O -5.135 0.561 3.944 0.05 -0.12 0.15 -0.488
H -4.258 -2.895 -1.034 -0.03 -0.13 0.16 0.313
H -3.405 -3.871 -2.223 0.13 -0.16 0.04 0.447
H -2.764 -3.694 -0.541 0.04 -0.25 -0.10 0.141
H -1.670 -2.894 -3.862 -0.10 0.06 -0.06 0.509
H -0.285 -2.576 -2.860 0.08 0.05 -0.04 0.334
H -0.906 -1.311 -3.946 0.12 0.05 0.04 0.320
H -4.702 -0.747 -2.188 -0.07 -0.09 -0.08 0.369
H -3.579 0.498 -2.667 0.02 0.03 -0.07 0.434
H -3.860 -0.843 -3.764 -0.13 -0.08 -0.03 0.449
H -0.153 -2.228 0.066 0.00 -0.04 0.01 0.421
H 0.125 -0.722 0.860 0.01 0.01 0.06 0.628
H 0.483 -0.441 -2.104 -0.11 -0.04 -0.03 0.050
H 1.416 -1.750 -1.448 0.01 -0.01 -0.08 0.762
H 1.453 0.717 0.990 -0.04 -0.29 0.11 0.249
H 2.962 1.200 0.511 0.10 -0.09 0.01 0.327
H -2.927 0.953 -0.495 -0.06 -0.09 0.09 0.576
H -1.711 1.038 0.783 -0.08 -0.08 0.09 0.301
H -0.213 2.608 0.656 -0.02 0.00 0.03 0.424
H 1.232 4.176 -0.594 -0.01 -0.01 0.07 0.642
H 1.242 4.143 -3.055 0.06 -0.01 -0.01 0.453
H -0.148 2.501 -4.261 -0.04 -0.06 -0.03 0.411
H -1.572 0.937 -3.045 -0.04 -0.04 0.02 0.360
H -2.935 0.589 2.697 0.12 0.02 -0.16 0.162
H -2.515 -1.028 3.241 0.02 -0.07 -0.05 0.292
H -4.503 1.286 3.897 -0.04 0.08 -0.15 0.350
O -0.342 -5.936 0.415 0.05 0.06 -0.05 -0.695
C -0.625 -7.115 0.464 -0.04 0.08 0.02 0.541
C -1.789 -7.588 1.265 0.01 -0.05 -0.03 0.269
C -2.567 -6.654 1.939 -0.08 0.02 0.05 -0.686
C -3.672 -7.069 2.662 0.00 -0.02 0.00 -0.647
C -4.005 -8.418 2.715 0.02 0.01 -0.01 -0.441
C -3.227 -9.354 2.056 -0.08 0.02 0.07 -0.666
C -2.115 -8.944 1.331 0.05 0.03 -0.03 0.420
C -1.282 -9.969 0.639 -0.02 -0.07 0.01 0.522
O -1.533 -11.151 0.736 0.00 0.01 -0.01 -0.667
C -0.132 -9.492 -0.182 -0.03 0.06 0.02 0.237
C 0.639 -10.423 -0.867 0.08 -0.03 -0.07 -0.600
C 1.695 -10.000 -1.655 -0.01 0.02 0.01 -0.450
C 1.987 -8.644 -1.763 -0.01 -0.02 0.01 -0.540
C 1.229 -7.713 -1.075 0.08 -0.01 -0.06 -0.523
C 0.170 -8.132 -0.280 -0.04 -0.03 0.03 0.147
H -2.302 -5.607 1.886 0.04 -0.01 -0.05 0.664
H -4.279 -6.339 3.182 -0.01 0.01 0.00 0.449
H -4.875 -8.738 3.274 0.00 0.00 0.01 0.396
H -3.474 -10.406 2.094 0.06 -0.02 -0.03 0.474
H 0.400 -11.474 -0.778 -0.06 0.01 0.04 0.476
H 2.293 -10.726 -2.190 0.00 0.00 -0.01 0.398
H 2.809 -8.315 -2.385 0.01 0.00 0.00 0.400
H 1.449 -6.657 -1.147 -0.04 0.02 0.05 0.523
O 3.051 6.380 -0.348 -0.03 -0.06 0.01 -0.646
C 3.413 7.413 0.176 -0.03 -0.05 -0.04 0.483
C 2.424 8.409 0.678 0.05 0.02 0.02 0.167
C 1.068 8.132 0.559 -0.10 0.02 0.02 -0.524
C 0.134 9.031 1.045 0.02 0.01 0.01 -0.622
C 0.551 10.209 1.655 0.01 -0.02 -0.01 -0.437
C 1.900 10.496 1.766 -0.10 0.04 0.01 -0.640
C 2.842 9.600 1.274 0.03 -0.06 -0.02 0.405
C 4.290 9.938 1.388 0.02 0.07 0.02 0.515
O 4.651 10.994 1.861 0.00 -0.01 0.01 -0.669
C 5.278 8.931 0.905 -0.06 -0.03 -0.01 0.228
C 6.635 9.205 1.030 0.10 -0.02 -0.01 -0.583
C 7.568 8.273 0.609 -0.02 -0.01 -0.01 -0.470
C 7.153 7.064 0.063 0.00 0.03 0.01 -0.492
C 5.802 6.790 -0.073 0.09 -0.03 -0.02 -0.534
C 4.861 7.723 0.343 -0.02 0.05 0.03 0.137
H 0.755 7.212 0.085 0.06 -0.02 -0.01 0.625
H -0.922 8.813 0.953 -0.01 0.00 0.00 0.410
H -0.181 10.906 2.042 -0.01 0.01 -0.01 0.391
H 2.236 11.412 2.232 0.07 -0.01 -0.02 0.481
H 6.946 10.147 1.459 -0.06 0.02 0.02 0.475
H 8.624 8.487 0.709 0.01 0.00 0.00 0.400
H 7.885 6.335 -0.259 0.01 0.00 -0.01 0.407
H 5.468 5.855 -0.501 -0.06 0.02 -0.01 0.499
```
Forces are in eV/Å.

The calculation puts the HOMO energy at -9.36 eV. As for the orbital gap: 8.217 eV. As for the molecular weight: 767.91 g/mol. The SMILES is C[Si](C)(C)[C@@](CCC(N)=O)(Cc1ccccc1)OC(=O)CC(=O)O.O=C1c2ccccc2C(=O)c2ccccc21.O=C1c2ccccc2C(=O)c2ccccc21. For the LUMO energy, the calculation gives -1.15 eV.


# C45H42CdClF3N2O6Sb

C45H42CdClF3N2O6Sb as an isolated structure (the ωB97M-V functional and the def2-TZVPD basis, OMol25).

XYZ file:
```
101
Properties=species:S:1:pos:R:3:forces:R:3:mulliken_charge:R:1
Cd -0.026 -0.567 -0.870 -0.41 -0.39 -0.27 0.959
O -3.801 0.806 1.271 -0.22 -0.01 0.02 -0.488
C -2.852 0.356 0.463 -0.33 -0.32 0.26 0.243
O -1.785 0.892 0.338 0.84 0.37 -0.02 -0.497
C -3.207 -0.850 -0.332 -0.10 0.00 0.12 0.185
C -4.413 -1.507 -0.344 -0.34 -0.05 0.13 -0.391
C -4.597 -2.507 -1.301 0.06 0.01 0.06 -0.440
C -3.604 -2.748 -2.233 -0.10 -0.05 0.04 -0.690
C -2.412 -2.036 -2.138 0.03 0.12 -0.21 0.439
N -2.227 -1.162 -1.163 0.28 -0.15 -0.33 -0.004
C -1.321 -2.066 -3.236 0.12 0.08 0.00 0.287
O -1.512 -2.872 -4.143 0.07 0.07 0.11 -0.768
O -0.412 -1.201 -3.075 -0.23 -0.29 -0.11 -0.803
H -3.457 1.608 1.695 0.07 0.06 0.12 0.401
H -5.185 -1.238 0.366 0.01 -0.02 -0.09 0.511
H -5.522 -3.067 -1.331 -0.02 0.05 0.00 0.441
H -3.719 -3.453 -3.046 0.04 0.02 0.03 0.566
F -0.912 5.861 8.020 0.00 0.04 0.05 -0.343
C -0.633 5.098 6.936 -0.01 -0.01 -0.03 0.376
C -0.594 5.700 5.695 0.02 0.00 -0.16 -0.628
C -0.326 4.904 4.588 0.05 -0.08 0.07 -0.466
C -0.088 3.534 4.716 -0.26 -0.08 -0.01 0.062
C -0.130 2.972 5.991 0.01 0.09 -0.04 -0.170
C -0.404 3.752 7.111 0.03 -0.12 -0.02 -0.691
Sb 0.106 2.357 2.907 0.14 0.43 0.41 0.725
C 0.657 0.537 3.884 0.02 0.05 -0.15 0.275
C -0.320 -0.459 3.840 0.07 0.01 0.10 -0.713
C -0.118 -1.691 4.453 -0.02 0.02 -0.09 -0.294
C 1.085 -1.905 5.094 -0.07 0.11 -0.03 0.358
F 1.286 -3.101 5.692 0.03 -0.11 0.01 -0.435
C 2.077 -0.950 5.151 0.14 -0.01 0.03 -0.750
C 1.860 0.276 4.538 -0.03 0.10 0.01 -0.021
C 1.836 3.470 2.282 -0.01 -0.24 -0.14 0.018
C 1.591 4.414 1.285 0.08 -0.07 0.04 -0.350
C 2.625 5.185 0.758 -0.12 0.03 0.00 -0.721
C 3.897 4.990 1.253 -0.10 -0.07 0.02 0.605
F 4.902 5.752 0.764 0.05 0.00 -0.06 -0.368
C 4.181 4.048 2.221 0.13 -0.03 0.07 -0.811
C 3.143 3.286 2.739 -0.23 0.00 0.10 -0.213
H -0.778 6.763 5.605 0.02 -0.03 0.01 0.425
H -0.289 5.366 3.604 -0.02 0.02 0.07 0.292
H 0.066 1.913 6.120 -0.04 0.02 0.01 0.368
H -0.445 3.325 8.106 0.04 0.01 -0.02 0.423
H -1.270 -0.272 3.341 0.07 -0.03 -0.01 0.329
H -0.867 -2.474 4.424 0.02 0.02 0.03 0.408
H 3.019 -1.149 5.650 -0.05 0.01 -0.05 0.450
H 2.665 1.004 4.590 0.03 -0.09 0.01 0.063
H 0.583 4.548 0.900 0.08 0.00 -0.04 0.400
H 2.454 5.907 -0.031 0.01 0.00 0.08 0.444
H 5.198 3.898 2.568 -0.08 -0.02 0.05 0.497
H 3.394 2.549 3.500 0.12 0.12 -0.12 -0.040
C 2.633 2.819 -2.790 0.05 -0.11 -0.01 -1.646
C 3.172 1.453 -2.445 -0.03 0.07 0.03 -0.190
C 4.509 1.127 -2.655 0.03 0.02 -0.01 -0.971
C 4.964 -0.138 -2.308 -0.02 0.01 -0.04 0.431
C 6.409 -0.518 -2.528 -0.08 0.02 0.04 -1.763
C 4.110 -1.073 -1.734 0.05 -0.06 -0.12 -0.862
C 2.751 -0.791 -1.480 0.02 0.06 0.08 0.961
C 2.338 0.504 -1.896 0.09 -0.37 0.11 -0.766
N 1.816 -1.569 -0.844 0.18 0.01 0.11 1.952
C 1.841 -2.954 -0.379 -0.15 0.20 -0.07 1.686
C 3.164 -3.718 -0.537 -0.14 -0.07 0.05 -2.134
C 3.028 -5.159 -0.023 -0.01 0.03 0.01 0.127
C 1.949 -5.908 -0.809 0.03 0.03 0.03 -1.495
C 0.615 -5.180 -0.641 -0.09 -0.04 -0.01 0.422
C 0.221 -5.153 0.841 0.17 0.03 -0.07 -1.438
C 1.310 -4.419 1.631 -0.11 -0.03 0.02 0.673
C 2.649 -5.142 1.460 -0.02 -0.01 -0.06 -1.465
C 1.421 -2.981 1.113 0.20 0.04 0.00 -2.215
C 0.756 -3.744 -1.147 0.16 -0.10 0.06 -1.145
H 3.445 3.504 -3.035 -0.04 -0.01 0.01 0.383
H 2.078 3.233 -1.946 0.00 0.05 0.00 0.246
H 1.957 2.767 -3.648 0.01 0.01 0.01 0.335
H 5.186 1.864 -3.075 -0.03 -0.06 0.03 0.214
H 6.973 0.313 -2.953 -0.01 -0.04 0.02 0.368
H 6.486 -1.369 -3.211 0.02 0.03 0.03 0.338
H 6.879 -0.804 -1.584 0.00 0.01 -0.05 0.333
H 4.545 -2.023 -1.473 -0.05 0.08 0.02 0.541
H 1.284 0.784 -1.748 0.28 0.38 -0.18 0.726
H 3.963 -3.215 0.014 0.02 0.00 -0.05 0.525
H 3.432 -3.730 -1.595 0.08 0.01 0.04 0.675
H 3.990 -5.662 -0.151 0.02 -0.02 0.01 0.271
H 1.870 -6.936 -0.437 -0.01 0.02 -0.04 0.622
H 2.216 -5.960 -1.870 0.00 0.02 0.05 0.577
H -0.159 -5.692 -1.222 0.00 0.01 0.01 0.321
H 0.103 -6.173 1.222 -0.03 0.04 0.01 0.606
H -0.738 -4.636 0.961 0.00 -0.05 0.02 0.428
H 1.049 -4.372 2.691 -0.02 0.02 0.01 0.333
H 2.562 -6.168 1.835 0.03 0.06 0.03 0.624
H 3.430 -4.651 2.051 -0.02 -0.05 -0.01 0.458
H 3.148 -2.527 1.914 -0.04 0.00 0.02 0.503
H 0.430 -2.512 1.183 -0.03 0.06 0.03 0.255
H -0.203 -3.231 -1.012 -0.05 0.01 -0.04 -0.351
H 0.990 -3.722 -2.214 -0.04 0.06 0.01 0.463
Cl 5.367 1.287 4.599 -0.07 0.05 0.07 -0.726
C 4.321 0.135 1.658 0.08 -0.05 0.00 -1.274
C 3.068 0.392 1.412 0.28 -0.06 -0.21 1.212
O 2.246 -2.188 1.947 0.01 -0.11 -0.08 0.174
O 1.972 0.692 1.147 -0.22 0.06 -0.01 -0.180
H 4.676 -0.848 1.930 -0.22 0.06 0.02 0.121
H 5.021 0.953 1.779 -0.19 0.05 0.04 0.264
```
Forces are in eV/Å.

The calculation puts the HOMO energy at -4.67 eV. As for the orbital gap: 5.327 eV. For the energy above the lowest of the compared OMol25 structures with the same formula, charge and spin, the calculation gives 71.9 kcal per mole. The charge is -1. As for the molecular weight: 1033.46 g/mol. For the LUMO energy, the calculation gives 0.66 eV.


Question: Among the records above, which one has the lowest orbital gap?
Answer: C45H42CdClF3N2O6Sb


Question: LUMO of number 1 (C45H41NO9Si)?
Answer: -1.15 eV


Question: The lowest molecular weight belongs to which entry?
Answer: C45H41NO9Si


Question: Look up the LUMO of the first one.
Answer: -1.15 eV